--- a ---
Computed, not measured: an isolated molecule of C2H2N4, with ωB97M-V/def2-TZVPD.

Values from the calculation:
2S+1: 1
SMILES string: c1cnnnn1

Last column: Mulliken charge in e.
Cartesian coordinates (Å):
C: -0.299 -0.291 -0.767  0.082
C: 0.819 -0.495 -0.083  -0.073
H: -0.479 -0.882 -1.781  0.283
H: 1.519 -1.387 -0.090  0.319
N: 0.788 0.137 1.180  -0.153
N: -0.015 1.185 1.304  -0.092
N: -1.098 1.295 0.586  -0.208
N: -1.233 0.438 -0.349  -0.157



--- b ---
Computed, not measured: an isolated molecule of C2H2N4, with ωB97M-V/def2-TZVPD.

Values from the calculation:
2S+1: 1

Last column: Mulliken charge in e.
Cartesian coordinates (Å):
C: -1.617 -0.242 -0.115  -0.124
N: -1.015 0.806 -0.200  0.321
N: -0.142 1.687 -0.090  -0.499
N: 1.156 1.050 -0.331  -0.327
C: 1.078 -0.092 0.127  0.633
N: 0.831 -1.208 0.572  -0.540
H: -2.080 -0.768 -0.939  0.258
H: 1.789 -1.234 0.976  0.278



Which structure is most stable? a, by 1.931 eV over the runner-up.



--- a ---
Computed, not measured: a cluster of 5 separate species, C3H17NO4 in total, with ωB97M-V/def2-TZVPD.

Values from the calculation:
2S+1: 1
SMILES string: CC(C)N.O.O.O.O

Last column: Mulliken charge in e.
Cartesian coordinates (Å):
C: 1.297 2.204 1.228  -1.441
C: 1.012 1.131 0.203  0.951
C: 1.413 -0.271 0.601  -1.201
N: -0.390 1.065 -0.263  -0.558
H: 1.564 1.906 2.240  0.329
H: 2.108 2.816 0.774  0.352
H: 0.479 2.961 1.296  0.311
H: 1.579 1.342 -0.752  0.157
H: 1.924 -0.936 -0.070  0.235
H: 2.130 -0.237 1.428  0.418
H: 0.566 -0.878 1.082  0.220
H: -0.802 1.947 -0.530  0.215
H: -1.020 0.574 0.394  0.059
H: -1.459 -0.253 2.241  0.322
H: -2.759 0.089 1.442  0.333
O: -2.028 0.467 1.945  -0.687
H: 0.684 -2.112 -1.629  0.307
H: -0.402 -0.885 -1.328  0.344
O: -0.204 -1.832 -1.382  -0.679
H: 0.806 -0.204 -3.478  0.320
H: 0.782 0.710 -2.337  0.326
O: 1.411 0.130 -2.799  -0.632
H: -1.794 -3.134 0.809  0.285
H: -1.775 -2.091 -0.184  0.320
O: -1.992 -2.187 0.765  -0.607



--- b ---
Computed, not measured: a cluster of 5 separate species, C3H17NO4 in total, with ωB97M-V/def2-TZVPD.

Values from the calculation:
2S+1: 1
SMILES string: CCNC.O.O.O.O

Last column: Mulliken charge in e.
Cartesian coordinates (Å):
C: 1.789 -0.741 -2.075  -0.969
C: 1.110 0.467 -1.522  -0.455
N: 0.724 0.709 -0.116  0.059
C: 1.847 0.806 0.838  -1.108
H: 2.895 -0.759 -1.797  0.303
H: 1.925 -1.024 -3.186  0.321
H: 1.351 -1.766 -1.588  0.163
H: 0.170 0.639 -2.144  0.220
H: 1.718 1.444 -1.668  0.352
H: 0.048 0.031 0.262  0.020
H: 2.633 0.070 0.612  0.336
H: 2.380 1.815 0.785  0.366
H: 1.456 0.602 1.797  0.407
H: -1.154 3.130 0.825  0.268
H: 0.213 2.469 1.248  0.380
O: -0.588 3.071 1.476  -0.672
H: -1.587 -1.335 0.774  0.342
H: -1.934 -2.696 1.036  0.275
O: -1.549 -2.258 0.299  -0.644
H: -2.734 -0.755 -2.034  0.280
H: -1.856 -1.841 -1.570  0.348
O: -1.873 -1.147 -2.235  -0.609
H: -0.753 -1.252 3.284  0.297
H: -1.067 0.123 3.194  0.310
O: -0.646 -0.547 2.653  -0.592



Which structure is most stable? a, by 1.371 eV over the runner-up.



--- a ---
Computed, not measured: a cluster of 5 separate species, C3H17NO4 in total, with ωB97M-V/def2-TZVPD.

Values from the calculation:
2S+1: 1
SMILES string: CCCN.O.O.O.O

Last column: Mulliken charge in e.
Cartesian coordinates (Å):
C: 0.428 -1.079 -1.720  -0.391
C: 1.931 -1.696 -2.065  -0.410
C: 2.001 -3.102 -2.437  -1.081
N: 0.635 0.297 -1.169  -0.489
H: -0.055 -1.759 -0.940  0.284
H: -0.200 -0.753 -2.635  0.230
H: 2.551 -1.366 -1.224  0.343
H: 2.066 -1.160 -2.942  0.258
H: 1.790 -3.372 -3.484  0.317
H: 1.302 -3.764 -1.895  0.263
H: 2.983 -3.469 -2.088  0.301
H: 1.512 0.714 -1.542  0.216
H: 0.698 0.516 -0.129  0.172
H: 2.390 3.414 3.355  0.307
H: 0.965 4.064 3.329  0.317
O: 1.889 4.136 3.093  -0.624
H: -1.193 1.617 1.188  0.306
H: -2.062 0.260 1.237  0.307
O: -1.787 1.000 0.717  -0.634
H: -3.436 2.561 -0.251  0.342
H: -3.980 3.721 -1.050  0.307
O: -4.195 3.260 -0.249  -0.651
H: -1.765 -2.038 4.179  0.306
H: -2.331 -0.789 4.764  0.306
O: -2.136 -1.213 3.958  -0.603



--- b ---
Computed, not measured: a cluster of 5 separate species, C3H17NO4 in total, with ωB97M-V/def2-TZVPD.

Values from the calculation:
2S+1: 1
SMILES string: CC(C)N.O.O.O.O

Last column: Mulliken charge in e.
Cartesian coordinates (Å):
C: 1.042 1.818 1.439  -1.506
C: 1.219 0.941 0.212  0.538
C: 1.255 -0.525 0.576  -1.132
N: 0.083 1.221 -0.743  -0.633
H: 2.007 2.003 1.917  0.411
H: 0.636 2.795 1.175  0.386
H: 0.365 1.411 2.193  0.296
H: 2.096 1.278 -0.364  0.455
H: 1.646 -1.230 -0.137  0.268
H: 1.742 -0.834 1.504  0.381
H: 0.189 -0.784 0.710  0.193
H: 0.197 2.131 -1.170  0.296
H: -0.786 1.181 -0.204  0.166
H: -2.132 -0.668 1.317  0.353
H: -2.640 0.822 1.689  0.262
O: -1.904 0.278 1.404  -0.617
H: 0.276 -2.170 -0.996  0.306
H: -0.765 -1.189 -1.591  0.350
O: -0.563 -2.116 -1.455  -0.701
H: 0.588 0.095 -3.917  0.295
H: 0.598 0.663 -2.321  0.409
O: 0.748 0.823 -3.296  -0.719
H: -2.043 -3.182 1.273  0.265
H: -1.947 -2.437 -0.094  0.345
O: -1.906 -2.321 0.879  -0.666



Which structure is most stable? b, by 1.991 eV over the runner-up.



--- a ---
Computed, not measured: a cluster of 3 separate species, C4H12NO2 in total, with ωB97M-V/def2-TZVPD.

Values from the calculation:
2S+1: 1
Charge: -1

Last column: Mulliken charge in e.
Cartesian coordinates (Å):
C: -1.260 2.222 1.040  -0.895
N: -1.394 0.821 1.245  -0.532
C: -0.673 0.112 0.335  0.554
C: 0.075 -1.054 0.892  -0.621
C: 1.006 -1.818 -0.049  -0.515
O: 0.474 -2.258 -1.209  -0.818
H: -1.895 2.811 1.696  0.295
H: -1.491 2.502 0.001  0.317
H: -0.196 2.520 1.155  0.294
H: 0.202 1.009 -0.048  -0.799
H: 1.012 1.192 -0.207  0.672
H: -1.325 -0.223 -0.479  0.179
H: 0.610 -0.785 1.814  0.214
H: -0.649 -1.725 1.348  0.295
H: 1.910 -1.165 -0.226  0.197
H: 1.449 -2.620 0.575  0.299
H: 0.531 -1.220 -2.190  0.393
H: 1.032 0.227 -2.670  0.248
O: 0.581 -0.547 -3.024  -0.776



--- b ---
Computed, not measured: a cluster of 2 separate species, C4H12NO2 in total, with ωB97M-V/def2-TZVPD.

Values from the calculation:
2S+1: 1
Charge: -1

Last column: Mulliken charge in e.
Cartesian coordinates (Å):
C: 1.637 0.716 -0.543  -1.169
C: 1.568 -0.637 0.144  -0.412
N: 0.528 -0.714 1.196  -0.418
C: -0.814 -1.036 0.720  -0.501
C: -1.800 0.200 0.937  -0.674
O: -1.169 1.352 0.625  -0.829
H: 1.943 0.740 -1.584  0.345
H: 0.624 1.155 -0.438  0.327
H: 2.216 1.461 0.012  0.287
H: 2.470 -0.876 0.765  0.294
H: 1.381 -1.475 -0.542  0.345
H: 0.460 0.201 1.636  0.304
H: -0.906 -1.333 -0.334  0.248
H: -1.068 -1.994 1.251  0.325
H: -2.145 0.337 1.992  0.336
H: -2.705 -0.107 0.346  0.242
H: -0.085 0.330 -1.824  0.285
H: -1.420 0.993 -1.879  0.395
O: -0.716 0.688 -2.480  -0.730



--- c ---
Computed, not measured: a cluster of 2 separate species, C4H12NO2 in total, with ωB97M-V/def2-TZVPD.

Values from the calculation:
2S+1: 1
Charge: -1

Last column: Mulliken charge in e.
Cartesian coordinates (Å):
C: 1.270 1.120 0.492  -1.705
C: 0.358 0.002 0.951  0.333
C: -0.826 0.592 1.720  -1.070
N: -0.165 -0.919 -0.191  -0.258
C: -1.066 -0.140 -1.175  -0.371
O: -2.313 0.122 -0.797  -0.860
H: 0.630 2.013 0.335  0.427
H: 1.655 1.455 1.454  0.441
H: 1.945 0.825 -0.263  0.345
H: 0.949 -0.714 1.594  0.274
H: -1.700 0.700 1.079  0.296
H: -1.244 -0.137 2.503  0.272
H: -0.412 1.470 2.290  0.301
H: -0.636 -1.812 0.164  0.177
H: -0.416 0.806 -1.228  0.241
H: -1.048 -0.804 -2.098  0.113
H: 0.562 -2.159 -2.284  0.322
H: 1.081 -0.759 -2.178  0.391
O: 1.376 -1.660 -2.370  -0.668



--- d ---
Computed, not measured: a cluster of 2 separate species, C4H12NO2 in total, with ωB97M-V/def2-TZVPD.

Values from the calculation:
2S+1: 1
Charge: -1

Last column: Mulliken charge in e.
Cartesian coordinates (Å):
C: 1.520 0.300 -0.341  -0.497
O: 1.756 -0.079 0.912  -0.856
C: 0.214 -0.329 -0.878  -0.098
C: -0.330 0.469 -2.135  -0.349
C: -1.614 -0.031 -2.660  -1.096
N: -0.848 -0.268 0.197  -0.800
H: 2.312 -0.057 -1.091  0.190
H: 1.369 1.438 -0.639  0.154
H: 0.218 -1.351 -1.043  0.368
H: 0.536 0.474 -2.888  0.209
H: -0.763 1.386 -1.792  0.331
H: -1.208 -1.060 -2.659  0.205
H: -2.554 -0.117 -2.101  0.298
H: -1.787 0.302 -3.622  0.378
H: -1.067 0.773 0.205  0.283
H: -0.067 -0.187 0.919  0.302
H: 0.359 -0.142 3.780  0.328
H: -0.609 -0.937 4.315  0.275
O: -0.449 -0.059 4.253  -0.625



Which structure is most stable? b, by 0.504 eV over the runner-up.